This record from OMol25 describes one molecule with the formula C19H20N2O5S. The level of theory is wB97M-V/def2-TZVPD.

Geometry as XYZ:
```
47
C19H20N2O5S wB97M-V/def2-TZVPD
C -7.23386 -1.86811 0.60828
C -6.49706 -1.10568 1.70014
H -6.44610 -1.68766 2.62234
H -6.98828 -0.14536 1.88856
O -5.13545 -0.86476 1.33936
C -4.88833 0.18778 0.55902
O -5.72564 0.95560 0.15599
C -3.43743 0.29116 0.26714
C -2.95133 1.27159 -0.49233
C -1.50767 1.38256 -0.78539
O -0.65443 0.63111 -0.38377
O -1.25910 2.44029 -1.56769
C 0.10591 2.65865 -1.91218
C 0.95294 2.95108 -0.71183
C 0.58135 3.70123 0.36155
S 1.85159 3.77223 1.51570
C 2.81504 2.77870 0.44938
N 2.20831 2.44112 -0.63987
C 4.17984 2.34486 0.80672
H 4.85671 2.52990 -0.03222
H 4.54153 2.88508 1.68118
C 4.28019 0.83015 1.12040
O 4.91667 0.44614 2.07395
N 3.63887 0.07464 0.20833
C 3.56651 -1.32326 0.11816
C 4.30523 -2.14991 0.95736
C 4.22754 -3.52444 0.82757
C 3.41532 -4.08522 -0.14062
C 2.68042 -3.26140 -0.97580
C 2.73859 -1.88065 -0.86717
C 1.91731 -1.01662 -1.77843
H 2.54235 -0.31252 -2.32950
H 1.17653 -0.45816 -1.20604
H 1.38930 -1.63521 -2.50031
H 2.04373 -3.70021 -1.73105
H 3.35130 -5.15782 -0.24731
H 4.80571 -4.15458 1.48645
H 4.93500 -1.70971 1.71182
H 3.08810 0.58160 -0.47769
H -0.35122 4.19835 0.53457
H 0.51151 1.77684 -2.41902
H 0.09158 3.50684 -2.60151
H -3.59714 2.02369 -0.92161
H -2.79510 -0.46310 0.69766
H -8.24408 -2.09035 0.93923
H -6.71869 -2.79960 0.38671
H -7.28406 -1.26686 -0.29620
```

* LUMO: -0.50 eV
* HOMO level: -8.21 eV
* calculated total energy: -44081.5009 eV
* energy relative to the best compared isomer or geometry (same formula, charge and spin): 0.858 eV
* orbital gap: 7.71 eV
* structure (SMILES): CCOC(=O)/C=C/C(=O)OCc1csc(CC(=O)Nc2ccccc2C)n1
* net charge: 0

***

This record from OMol25 describes one molecule with the formula C4H9NO2. The level of theory is wB97M-V/def2-TZVPD.

Geometry as XYZ:
```
16
C4H9NO2 wB97M-V/def2-TZVPD
C -0.08963 -1.63693 -0.87348
C -0.43960 -0.41746 -0.02210
C 0.39896 -0.40467 1.25991
O -0.06413 0.46342 2.25068
N -0.25858 0.76778 -0.87528
C 0.09851 2.03084 -0.56534
O 0.42522 2.47066 0.52684
H -0.68126 -1.67203 -1.79580
H -0.28589 -2.56069 -0.32294
H 0.96993 -1.62184 -1.15371
H -1.49188 -0.46457 0.28919
H 0.32174 -1.41496 1.67743
H 1.45386 -0.22855 0.98881
H 0.09538 1.36516 1.91292
H -0.53623 0.64339 -1.83747
H 0.08360 2.68043 -1.45968
```

* LUMO: 0.70 eV
* HOMO level: -9.93 eV
* calculated total energy: -9879.2412 eV
* energy relative to the best compared isomer or geometry (same formula, charge and spin): 0.819 eV
* orbital gap: 10.64 eV
* structure (SMILES): C[C@@H](CO)NC=O
* net charge: 0

***

This record from OMol25 describes a 2-piece molecular cluster, C3H10NO3S overall. The level of theory is wB97M-V/def2-TZVPD.

Geometry as XYZ:
```
18
C3H10NO3S wB97M-V/def2-TZVPD
O -0.60214 2.75282 0.26103
C -0.72317 1.68862 0.80449
O -1.58289 1.44199 1.78824
C 0.28582 0.52682 0.59924
C -0.13751 -0.88501 0.32125
S -0.93085 -1.65156 1.77376
N 1.11363 1.06202 -0.59026
H -1.99486 2.28228 2.06136
H 0.87314 0.68379 1.49103
H -0.52286 -1.06187 -0.67594
H 0.75629 -1.51507 0.31486
H -2.07614 -0.96176 1.70352
H 1.18972 2.08205 -0.56464
H 1.97579 0.52491 -0.63980
H 0.58446 0.77594 -1.41502
H 0.54280 -2.19431 -3.09572
H 0.49624 -3.23070 -1.97288
O 0.75255 -2.32094 -2.16452
```

* LUMO: -3.52 eV
* HOMO level: -13.07 eV
* calculated total energy: -21734.5029 eV
* energy relative to the best compared isomer or geometry (same formula, charge and spin): 0.785 eV
* orbital gap: 9.55 eV
* net charge: +1

***

This record from OMol25 describes C14H14MnN2O3S as an isolated structure. The level of theory is wB97M-V/def2-TZVPD.

Geometry as XYZ:
```
35
C14H14MnN2O3S wB97M-V/def2-TZVPD
C -0.80604 1.32580 -1.51615
C 0.58606 1.14134 -1.83002
C 1.34873 2.21701 -1.19050
C 0.40275 3.07145 -0.44382
C -0.93407 2.50565 -0.68068
Mn 0.37266 1.10332 0.31609
N -0.92902 -2.39358 -0.27430
C -0.72650 -3.70410 -0.50938
C 0.48122 -2.48129 -0.15532
H 2.41345 2.37636 -1.29523
H 0.97076 0.30220 -2.41581
H 0.63495 3.94944 0.12094
H -1.87592 2.91588 -0.33470
H -1.61205 0.65599 -1.84955
H 0.95042 -2.08119 -1.09421
H -1.02977 -3.92885 -1.50879
H -1.63904 -2.11428 0.39543
H 0.89606 -2.37581 0.89244
H -0.90042 -4.45827 0.28208
O 2.00446 2.84993 5.54411
S 2.16934 1.50422 5.06620
O 3.36058 0.76578 5.40490
N 1.84794 1.39867 3.41855
C 0.70981 0.77081 3.19488
O 0.06104 0.74726 2.07843
C 0.06106 0.14867 4.34728
C -1.10950 -0.61942 4.37602
C -1.59373 -0.99620 5.62735
C -0.91374 -0.59474 6.79602
C 0.26189 0.17553 6.73017
C 0.72750 0.53890 5.47697
H -1.60053 -0.91193 3.45068
H -2.49843 -1.59841 5.72061
H -1.30460 -0.88491 7.77378
H 0.81207 0.49930 7.60795
```

* LUMO (alpha / beta): -0.71 / -0.32 eV
* 2S+1: 4
* HOMO level (alpha / beta): -8.54 / -8.69 eV
* calculated total energy: -66018.2435 eV
* energy relative to the best compared isomer or geometry (same formula, charge and spin): 0.000 eV
* orbital gap (alpha / beta): 7.83 / 8.37 eV
* <S²>: 3.826
* net charge: 0

***

| no. | largest force on an atom (eV/A) |
| --- | --- |
| 1 | 0.98 |
| 2 | 0.37 |
| 3 | 2.27 |
| 4 | 4.63 |